Run P
Below is a gas-phase ion, C4H11N2O2 (charge +1), with properties calculated with ωB97M-V/def2-TZVPD.

```
19
Properties=species:S:1:pos:R:3
H 0.8211 2.2630 -0.8303
H -0.4909 3.4638 -0.6337
H 1.2069 -0.0866 -1.4559
C 0.0159 -0.5063 0.4309
H 0.3930 -2.2402 1.4775
H 0.5597 -1.7104 -1.2891
H 0.5759 0.0169 1.2137
H -1.2610 -1.6211 1.6725
N -0.4293 -1.7674 1.0928
H -2.0738 1.8958 -0.6763
H -0.7725 -2.4443 0.4029
C -1.1977 0.2391 -0.1027
H 2.9066 -1.3683 -0.5298
O 2.1203 -1.3447 0.0272
C 1.0066 -0.8876 -0.7314
C -0.0863 2.5159 -0.2945
H 0.0919 2.5093 0.7854
O -2.2315 -0.4188 -0.0075
N -1.1549 1.4920 -0.5518
```

## Properties
- spin multiplicity = 1
- orbital gap (eV) = 10.876
- SMILES = CNC(=O)[C@@H]([NH3+])CO
- total charge = +1
- LUMO (Eh) = -0.1156

***

Run Q
Below is a molecular structure, C4H11N2O2, with properties calculated with ωB97M-V/def2-TZVPD.

```
19
Properties=species:S:1:pos:R:3
H 0.6694 -1.1202 1.9963
H 3.1088 1.7987 0.8016
H -0.3229 -0.8421 -1.9476
N -5.2758 0.0364 -0.0151
H 1.4532 -0.7248 -1.4400
H -5.1654 -0.7062 -0.6791
H 3.2246 0.3259 -0.4686
H -4.4223 0.1856 0.4827
H -5.4293 0.9113 -0.5168
N 0.3989 -0.6157 -1.2748
H 2.1249 1.6065 -0.6886
O 3.2428 -0.5083 -0.9752
O -1.1062 -0.1362 0.3153
C 1.1017 -0.9146 1.0355
C -0.0217 -0.3628 -0.0783
H 0.7784 1.0770 1.6176
C 1.3420 0.4607 0.9155
C 2.4519 1.1398 0.2401
H 1.8469 -1.6107 0.6795
```

## Properties
- spin multiplicity = 1
- orbital gap (eV) = 4.699
- total charge = +1
- LUMO (Eh) = -0.2724

***

Run R
Below is 2 unconnected molecules or ions with the total composition C4H11N2O2, with properties calculated with ωB97M-V/def2-TZVPD.

```
19
Properties=species:S:1:pos:R:3
C -1.6916 1.5845 -0.2471
O -1.8454 1.4961 -1.4434
H -2.3536 1.7088 1.4972
H 3.9694 -1.8158 -1.2548
H 0.4385 -1.5692 -0.9377
C 3.0442 -2.3364 -0.9937
H -0.2040 0.0396 0.9376
H -0.4456 2.4087 1.1704
N -0.4351 1.7529 0.3831
H 2.4851 -2.3769 -1.9186
H 0.1477 2.1673 -0.3421
H 0.7886 -0.7281 1.9674
N 0.2176 -0.8789 1.1000
O -2.7312 1.4346 0.6542
H -0.5543 -1.4430 1.3604
C 0.9846 -1.4066 -0.0081
H 3.3374 -3.3378 -0.6730
H 2.8185 -1.5885 1.0482
C 2.2805 -1.6797 0.0950
```

## Properties
- spin multiplicity = 1
- orbital gap (eV) = 10.988
- total charge = +1
- LUMO (Eh) = -0.1318

***

The most stable of them is run P.

***

Run P
Below is a single C15H23ClN4O4S molecule, with properties calculated with ωB97M-V/def2-TZVPD.

```
48
Properties=species:S:1:pos:R:3
C -2.8672 -0.3733 0.2279
C -0.3050 1.6732 1.8362
H -2.3266 2.8887 0.9585
H 0.5870 1.2742 2.3138
H -4.5860 -0.8854 1.4549
H -3.5416 -0.2715 -0.6215
O 2.4435 0.8477 0.2561
H 0.4707 -3.3185 -0.2894
H -3.0583 -0.8375 2.3385
C 2.8385 -1.5139 0.3188
H -2.2869 -1.2894 0.1035
C 0.5587 -2.7590 0.6256
N 2.5553 -0.2143 -1.7357
N 0.1741 -1.9382 2.6330
C -1.3776 1.0492 -1.1744
C -1.9444 0.8464 0.2408
O -0.9322 0.5679 1.1949
C 0.5849 1.0703 -2.5922
C -0.3289 -2.7349 1.6729
H 3.7981 0.7464 -3.8107
O 2.3367 1.9788 -4.6329
H 2.6952 1.9230 -5.5226
Cl -1.8163 -3.5592 1.8645
H 0.5189 0.9176 -0.4531
H 3.1354 -2.2864 -0.3906
C -2.8653 2.0044 0.6236
C 2.5989 -0.1825 -0.3748
O -2.1279 1.1963 -2.1275
H 2.5146 1.8163 -2.0292
S -3.9130 1.3847 1.9734
H 0.3514 2.0128 -3.0890
H -0.9701 2.1134 2.5838
C 1.6002 -1.9184 1.0600
H 0.1638 0.2776 -3.2213
H 2.5226 -1.1227 -2.1713
H -1.1097 -0.6461 3.6558
H 0.3441 -1.1785 4.5303
H -3.4574 2.2677 -0.2501
H 3.6469 -1.3615 1.0330
C 2.1032 0.9301 -2.5156
H -1.0139 -2.3056 4.3064
H 2.3376 -0.0860 -4.3960
C 2.7104 0.8245 -3.9054
N -0.0387 1.0155 -1.2880
N 1.3571 -1.4253 2.2637
C -0.4503 -1.4905 3.8590
H 0.0015 2.4405 1.1195
C -3.6320 -0.3685 1.5430
```

## Properties
- spin multiplicity = 1
- orbital gap (eV) = 8.843
- SMILES = CO[C@@]1(C(=O)NC[C@H](CO)NC(=O)Cc2cc(Cl)n(C)n2)CCSC1
- LUMO (Eh) = 0.0174

***

Run Q
Below is a single C15H23ClN4O4S molecule, with properties calculated with ωB97M-V/def2-TZVPD.

```
48
Properties=species:S:1:pos:R:3
H 1.6350 5.0236 -2.3511
H -0.1879 3.9933 -0.2305
C -2.2158 2.9960 1.7258
H -1.1763 -4.1750 0.0760
C 3.0365 3.2715 -0.3889
H 0.9991 -1.2951 -0.2843
H -1.6087 -2.9572 1.9789
C 0.1363 -0.7006 0.0152
H -1.2382 1.6470 4.7252
H 0.8273 5.9277 -1.0681
C 1.3795 1.3608 -0.5488
O 1.8794 0.9206 -1.5710
C 2.1053 2.4027 2.2321
C -0.7825 0.2452 3.2163
H 1.4852 4.9393 2.0370
H 0.3761 -1.6240 1.9234
H 0.2048 1.1345 1.0644
H -0.5775 -0.7574 -0.8128
C -1.4386 2.6110 2.8281
H 0.2502 3.2607 -1.7546
H 3.0550 2.9373 2.3272
C 1.6078 2.8085 -0.1015
C 0.6600 3.7463 -0.8674
H 2.3078 1.3484 2.0238
H 1.5899 2.4609 3.1888
Cl -1.9615 5.1003 -0.1120
C 0.4986 5.3767 1.9145
N -0.4941 4.3266 2.0069
O 1.2665 3.0026 1.2642
C -1.5773 4.1068 1.2238
S 2.9614 5.0764 -0.3713
H 3.7578 2.9167 0.3438
H 0.3230 6.1217 2.6898
C -0.4516 -1.2834 1.3042
H -1.9925 0.1299 1.5830
H -3.1133 2.5368 1.3446
C 1.4024 5.0303 -1.2866
H -2.2788 -2.1568 0.5537
N 0.5445 0.6663 0.2363
H 0.4439 5.8463 0.9361
C -1.3422 -2.4815 1.0299
O 0.2124 -0.1382 3.8044
O -0.6488 -3.3818 0.1864
C -1.6002 1.4217 3.7254
H -2.6492 1.1308 3.8242
N -1.1932 -0.2851 2.0378
H 3.3665 2.9422 -1.3725
N -0.4089 3.4289 2.9901
```

## Properties
- spin multiplicity = 1
- orbital gap (eV) = 8.990
- SMILES = CO[C@@]1(C(=O)NC[C@H](CO)NC(=O)Cc2cc(Cl)n(C)n2)CCSC1
- LUMO (Eh) = 0.0174

***

The most stable of them is run P.

***

Run P
Below is 2 unconnected molecules or ions with the total composition C8H11NO, with properties calculated with ωB97M-V/def2-TZVPD.

```
21
Properties=species:S:1:pos:R:3
H 4.5569 1.9046 -0.1055
N -5.5907 -0.2777 0.1820
H 2.2044 2.0244 -1.0886
C 3.8669 0.9735 -0.1615
H 0.7189 -0.3459 -0.6806
H -2.5193 0.3012 0.8026
C 4.4969 -0.1377 0.3066
O -3.6156 -1.2250 -0.4972
H -3.9240 1.4240 1.2052
H -2.7642 1.5360 -0.4151
C 3.8488 -1.3627 0.2635
H -6.3650 0.6024 -0.0224
H -6.0517 -0.9907 -0.2592
C 2.4709 1.0304 -0.4634
C 2.4725 -1.4014 -0.1009
C -3.2723 1.0038 0.3655
H 5.4162 0.0750 0.8234
H 2.0444 -2.4680 -0.1373
H 4.4162 -2.2548 0.5509
C 1.7899 -0.2357 -0.4425
C -4.2002 -0.1756 -0.1254
```

## Properties
- spin multiplicity = 1
- orbital gap (eV) = 9.910
- SMILES = c1ccccc1.CC(N)=O
- LUMO (Eh) = 0.0265

***

Run Q
Below is a molecular structure, C8H11NO, with properties calculated with ωB97M-V/def2-TZVPD.

```
21
Properties=species:S:1:pos:R:3
C 0.8044 2.0535 0.3719
C 2.7928 -1.4328 0.0331
N 0.6031 -0.8109 -0.4598
C -0.4847 0.0736 -0.3221
H -3.8353 0.0122 0.7083
C -1.7106 -0.7234 -0.3872
C -0.3177 1.4162 0.0595
H -2.6687 -0.0146 1.5464
O -2.8008 0.3481 -0.7163
C 1.9184 1.1073 0.0096
H 3.0132 1.4600 0.3470
C 1.8627 -0.2814 -0.2336
H 3.9160 -1.1270 -0.3825
H -1.6376 -1.4137 -1.1205
H -0.7276 -1.5709 1.7942
C -1.8381 -1.1305 1.0514
H -2.6535 -1.9664 0.9441
H 2.7076 -1.6207 1.1936
H 2.5162 -2.2149 -0.5284
H 0.7548 3.1472 0.7118
H -1.3632 1.7060 0.2397
```

## Properties
- spin multiplicity = 1
- orbital gap (eV) = 7.343
- LUMO (Eh) = -0.0559

***

The most stable of them is run P.